[1]
156
Properties=species:S:1:pos:R:3:mulliken_charge:R:1 method="wB97M-V/def2-TZVPD" charge=+1 multiplicity=1
C -5.712 -0.499 0.074 -0.766
B -4.853 -1.718 0.636 0.572
O -4.332 -2.660 -0.270 -0.572
P -4.486 -1.872 2.546 -0.081
C -2.651 -1.643 2.891 0.116
O -1.965 -2.830 3.188 -0.415
C -1.290 -3.392 2.068 -0.659
O -0.308 -2.552 1.517 0.244
C -0.661 -2.212 0.161 -0.186
C -0.051 -0.844 -0.291 0.008
O -0.406 -0.711 -1.681 -0.381
H -6.635 -0.301 0.648 0.269
H -6.013 -0.787 -0.950 0.145
H -5.089 0.427 -0.040 0.370
H -3.812 -2.169 -0.912 0.250
H -5.057 -3.021 3.146 0.201
H -5.155 -0.755 3.132 0.190
H -2.585 -1.007 3.797 0.475
H -2.223 -1.046 2.065 -0.149
H -2.010 -3.777 1.312 0.408
H -0.769 -4.286 2.459 0.223
H -0.247 -3.002 -0.505 0.480
H -1.762 -2.092 0.039 -0.290
H -0.608 -0.054 0.259 0.326
H 1.033 -0.792 -0.126 -0.015
H -1.031 -1.412 -1.857 0.254
C 4.096 -2.584 -1.883 -0.485
C 4.071 -2.979 -0.436 -0.231
O 2.681 -3.256 -0.215 -0.140
C 2.134 -3.563 -1.408 0.751
O 1.029 -4.001 -1.541 -0.826
O 2.985 -3.310 -2.423 -0.348
H 5.023 -2.864 -2.379 0.356
H 3.921 -1.514 -2.029 0.220
H 4.650 -3.887 -0.245 0.299
H 4.414 -2.187 0.234 0.508
C 0.297 2.067 -4.017 -0.168
C 1.582 1.550 -3.443 -0.169
O 2.499 2.616 -3.695 -0.355
C 1.769 3.750 -3.817 0.483
O 2.222 4.845 -3.871 -0.544
O 0.439 3.481 -3.871 -0.122
H -0.576 1.704 -3.476 0.221
H 0.180 1.829 -5.078 0.258
H 1.518 1.384 -2.365 0.002
H 1.917 0.633 -3.923 0.351
C 2.537 0.641 4.110 0.075
C 1.393 0.066 3.326 0.037
O 2.021 -0.291 2.089 0.071
C 3.339 -0.470 2.337 0.246
O 4.106 -0.941 1.553 -0.644
O 3.669 -0.056 3.574 -0.359
H 2.442 0.463 5.180 0.177
H 2.668 1.705 3.941 0.094
H 0.978 -0.834 3.786 0.134
H 0.592 0.781 3.168 0.044
C -0.563 5.673 -7.842 -0.380
C -0.539 5.298 -6.387 0.331
O -1.920 5.083 -6.091 -0.239
C -2.543 4.779 -7.256 0.604
O -3.659 4.379 -7.330 -0.553
O -1.726 4.985 -8.316 -0.351
H 0.327 5.347 -8.377 0.352
H -0.695 6.746 -7.996 0.259
H 0.008 4.371 -6.200 -0.081
H -0.125 6.086 -5.760 -0.013
C 1.443 8.124 -3.346 0.087
C 2.413 9.263 -3.510 -0.408
O 2.267 9.596 -4.891 -0.328
C 1.041 9.175 -5.289 0.665
O 0.545 9.440 -6.334 -0.529
O 0.455 8.405 -4.338 -0.307
H 0.997 8.093 -2.353 0.274
H 1.893 7.155 -3.565 0.041
H 2.146 10.133 -2.904 0.266
H 3.439 8.978 -3.285 0.317
C 3.970 -5.541 3.094 -0.557
C 3.113 -4.309 3.020 0.829
O 3.571 -3.539 4.135 -0.268
C 4.836 -3.942 4.416 0.525
O 5.560 -3.394 5.180 -0.568
O 5.164 -5.053 3.711 -0.236
H 4.183 -5.964 2.113 0.394
H 3.539 -6.319 3.729 0.296
H 3.279 -3.742 2.103 -0.423
H 2.050 -4.528 3.114 0.030
C -8.880 0.080 -4.450 -0.388
C -7.850 1.024 -3.893 -0.343
O -7.963 0.813 -2.482 -0.094
C -8.489 -0.424 -2.298 0.508
O -8.559 -0.973 -1.243 -0.483
O -8.920 -0.953 -3.463 -0.346
H -8.600 -0.322 -5.422 0.314
H -9.870 0.535 -4.526 0.287
H -6.834 0.770 -4.208 0.253
H -8.049 2.063 -4.148 0.328
C 3.715 -8.281 -3.540 -0.375
C 2.851 -7.053 -3.645 -0.381
O 3.311 -6.257 -2.553 -0.117
C 4.575 -6.647 -2.266 0.528
O 5.297 -6.068 -1.519 -0.495
O 4.906 -7.773 -2.937 -0.350
H 3.930 -8.729 -4.508 0.311
H 3.285 -9.042 -2.884 0.258
H 3.012 -6.505 -4.576 0.274
H 1.790 -7.274 -3.545 0.322
C -3.902 3.611 -2.859 -0.454
C -2.893 4.550 -2.259 0.099
O -3.050 4.332 -0.854 -0.353
C -3.572 3.098 -0.693 0.653
O -3.663 2.539 0.354 -0.539
O -3.972 2.571 -1.876 -0.251
H -3.590 3.215 -3.823 0.310
H -4.888 4.069 -2.966 0.295
H -1.867 4.299 -2.539 -0.063
H -3.087 5.589 -2.518 0.321
C 5.306 0.026 8.179 -0.326
C 4.140 -0.913 8.317 -0.123
O 3.095 -0.052 8.773 -0.348
C 3.405 1.209 8.385 0.699
O 2.664 2.133 8.457 -0.538
O 4.668 1.274 7.895 -0.337
H 5.982 -0.258 7.374 0.283
H 5.878 0.124 9.104 0.287
H 3.842 -1.354 7.362 0.114
H 4.325 -1.711 9.033 0.308
C -7.788 2.749 0.428 0.176
C -9.005 1.912 0.715 0.003
O -9.934 2.873 1.213 -0.364
C -9.566 4.088 0.731 0.523
O -10.220 5.071 0.819 -0.512
O -8.347 4.026 0.132 -0.353
H -7.210 2.374 -0.416 -0.055
H -7.129 2.845 1.296 0.228
H -9.419 1.451 -0.184 0.087
H -8.818 1.134 1.455 0.278
C 0.487 5.385 2.648 -0.355
C 1.660 4.465 2.447 -0.320
O 1.363 3.382 3.333 -0.206
C 0.017 3.375 3.525 0.593
O -0.576 2.501 4.071 -0.547
O -0.558 4.483 3.012 -0.330
H 0.227 5.938 1.747 0.284
H 0.644 6.093 3.465 0.274
H 1.723 4.080 1.426 0.220
H 2.609 4.930 2.709 0.350
C 6.954 -7.577 3.885 -0.127
C 8.102 -8.535 3.716 -0.347
O 7.760 -9.591 4.614 -0.324
C 6.416 -9.561 4.791 0.600
O 5.792 -10.403 5.346 -0.526
O 5.876 -8.439 4.251 -0.261
H 6.722 -7.032 2.972 0.163
H 7.122 -6.860 4.692 0.236
H 8.165 -8.939 2.702 0.262
H 9.061 -8.094 3.980 0.321


[2]
139
Properties=species:S:1:pos:R:3:mulliken_charge:R:1 method="wB97M-V/def2-TZVPD" charge=0 multiplicity=1
C 0.825 -3.527 -0.133 -1.230
C -0.433 -2.856 -0.662 -0.061
O -0.371 -1.442 -0.598 -0.329
N -1.172 -0.892 0.490 1.862
C -0.813 0.484 0.504 -1.650
C -1.164 1.291 -0.572 0.882
C -0.768 2.632 -0.623 0.197
O -1.118 3.375 -1.706 -0.589
C -0.067 3.673 -2.630 -0.723
C 0.561 2.470 -3.320 1.351
C 2.067 2.606 -3.380 -1.780
O -0.007 2.410 -4.630 -0.554
C -0.061 3.164 0.452 -0.864
I 0.500 5.150 0.542 0.188
C 0.279 2.326 1.506 1.064
F 1.005 2.827 2.517 -0.363
C -0.068 0.982 1.555 -0.333
C 0.439 0.149 2.664 0.662
C 0.048 0.322 3.981 -0.299
C 0.615 -0.489 4.945 -0.664
C 1.558 -1.429 4.553 -0.637
N 1.948 -1.611 3.290 -0.228
C 1.389 -0.824 2.369 -1.159
S -2.109 0.648 -1.901 -0.390
C -3.079 -0.457 -0.957 0.960
C -4.388 -0.654 -1.353 -1.018
C -5.201 -1.485 -0.596 0.667
P -6.941 -1.863 -1.049 0.497
N -7.656 -0.323 -1.090 -0.776
O -6.837 -1.997 -2.671 -0.626
C -4.721 -2.086 0.583 -0.900
B -5.786 -3.043 1.308 0.795
C -6.953 -2.590 2.263 -1.221
O -5.665 -4.381 0.961 -0.659
C -3.378 -1.863 0.980 -0.189
C -3.027 -2.498 2.309 -0.703
I -1.006 -3.080 2.682 0.179
C -3.612 -1.698 3.495 0.407
C -3.117 -2.046 4.883 -1.582
I -3.481 0.427 3.247 0.045
C -2.561 -1.090 0.179 -0.742
H 0.580 -4.448 0.385 0.340
H 1.526 -3.730 -0.934 0.425
H 1.318 -2.874 0.579 0.124
H -0.562 -3.091 -1.717 0.519
H -1.316 -3.239 -0.158 -0.028
H -0.522 4.290 -3.394 0.439
H 0.704 4.270 -2.148 0.124
H 0.313 1.548 -2.797 -0.223
H 2.516 1.810 -3.966 0.492
H 2.324 3.567 -3.823 0.411
H 2.488 2.599 -2.379 0.383
H 0.622 1.981 -5.215 0.356
H -0.678 1.078 4.238 0.639
H 0.351 -0.396 5.985 0.510
H 2.019 -2.061 5.296 0.425
H 1.722 -0.923 1.345 1.033
H -4.755 -0.155 -2.239 0.525
H -7.562 0.118 -0.181 0.336
H -7.215 0.295 -1.766 0.276
H -6.262 -2.744 -2.938 0.431
H -7.195 -1.534 2.206 0.387
H -7.837 -3.158 1.986 0.284
H -6.743 -2.857 3.300 0.388
H -5.464 -4.996 1.671 0.252
H -3.543 -3.451 2.324 0.624
H -4.672 -1.880 3.495 -0.052
H -3.034 -3.124 4.995 0.411
H -2.184 -1.555 5.129 0.322
H -3.856 -1.703 5.603 0.473
C 6.998 10.146 1.014 -0.773
O 5.851 9.923 1.800 -0.295
C 4.660 10.449 1.244 -0.546
C 3.477 9.544 1.489 -0.341
O 3.476 8.350 0.729 -0.416
C 4.359 7.304 1.096 -0.406
C 3.983 6.581 2.366 -0.280
O 4.292 7.341 3.520 -0.328
C 3.389 7.146 4.584 -0.743
H 7.302 11.200 1.028 0.330
H 7.802 9.545 1.435 0.232
H 6.836 9.838 -0.025 0.347
H 4.776 10.604 0.165 0.347
H 4.446 11.421 1.709 0.372
H 2.591 10.087 1.151 0.387
H 3.355 9.344 2.556 0.143
H 5.398 7.641 1.133 0.129
H 4.271 6.579 0.283 0.448
H 4.540 5.634 2.403 0.397
H 2.913 6.353 2.328 0.107
H 2.350 7.244 4.249 0.322
H 3.591 7.915 5.327 0.241
H 3.517 6.162 5.050 0.318
C 7.161 1.217 1.739 -0.777
O 6.865 -0.158 1.701 -0.312
C 5.496 -0.457 1.922 -0.499
C 5.018 -1.606 1.069 -0.116
O 4.873 -1.301 -0.309 -0.262
C 6.034 -1.157 -1.105 -0.425
C 6.769 -2.444 -1.395 -0.575
O 7.504 -2.892 -0.273 -0.293
C 7.587 -4.293 -0.167 -0.768
H 7.101 1.619 2.758 0.330
H 8.179 1.341 1.374 0.248
H 6.484 1.789 1.093 0.335
H 4.875 0.423 1.720 0.282
H 5.359 -0.741 2.974 0.383
H 4.007 -1.836 1.414 0.141
H 5.630 -2.498 1.223 0.116
H 6.717 -0.408 -0.695 0.149
H 5.663 -0.783 -2.062 0.376
H 7.464 -2.259 -2.227 0.422
H 6.046 -3.205 -1.712 0.331
H 6.600 -4.760 -0.265 0.340
H 7.983 -4.521 0.821 0.232
H 8.257 -4.719 -0.923 0.326
C -4.241 -6.809 -1.495 -0.468
O -5.163 -6.710 -2.553 -0.361
C -6.208 -5.787 -2.293 0.239
C -6.545 -4.932 -3.487 -0.768
O -5.565 -3.936 -3.762 -0.379
C -4.337 -4.320 -4.363 -0.396
C -4.447 -4.716 -5.814 -0.760
O -5.017 -6.002 -5.962 -0.298
C -5.793 -6.152 -7.129 -0.773
H -4.673 -7.323 -0.628 0.297
H -3.381 -7.374 -1.851 0.255
H -3.912 -5.809 -1.191 0.097
H -5.938 -5.118 -1.468 -0.307
H -7.106 -6.345 -1.996 0.429
H -7.439 -4.363 -3.222 0.588
H -6.783 -5.534 -4.365 0.269
H -3.834 -5.099 -3.785 0.160
H -3.720 -3.420 -4.324 0.406
H -3.434 -4.721 -6.240 0.405
H -5.041 -3.966 -6.348 0.365
H -6.513 -5.332 -7.237 0.354
H -6.341 -7.087 -7.035 0.233
H -5.169 -6.196 -8.029 0.324


no.,HOMO-LUMO gap (eV),E_tot (eV),molar mass (g mol⁻¹)
1,8.1,-144716.233,1325.8
2,8.2,-127729.545,1339.6